No. 1
Density functional theory data (ωB97M-V/def2-TZVPD) for C4H6O in the gas phase at a distorted geometry.

The geometry in ORCA input format:
```
! wB97M-V def2-TZVPD RIJCOSX def2/J DEFGRID3
* xyz 0 1
O 1.337 -1.911 0.712
C 0.678 -0.952 0.395
C -0.052 -0.575 -0.909
C -0.653 0.671 -0.221
C 0.192 0.318 1.053
H 0.626 -0.342 -1.736
H -0.805 -1.292 -1.230
H -1.712 0.878 -0.130
H -0.204 1.585 -0.711
H -0.003 0.440 2.124
H 0.630 1.243 0.552
*
```

## Properties
* ΔE to the lowest compared entry with this formula, charge and spin: 164.2 kJ/mol

=====

No. 2
Density functional theory data (ωB97M-V/def2-TZVPD) for C4H6O in the gas phase at a distorted geometry.

The geometry in ORCA input format:
```
! wB97M-V def2-TZVPD RIJCOSX def2/J DEFGRID3
* xyz 0 1
C -1.823 -0.693 0.353
C -0.706 -0.694 0.800
C 0.691 -0.338 0.740
C 0.889 0.446 -0.546
O -0.241 1.296 -0.862
H -2.852 -0.868 0.277
H 1.297 -1.242 0.766
H 0.944 0.276 1.603
H 1.080 -0.164 -1.428
H 1.685 1.175 -0.413
H -0.965 0.807 -1.290
*
```

## Properties
* ΔE to the lowest compared entry with this formula, charge and spin: 178.7 kJ/mol

=====

No. 3
Density functional theory data (ωB97M-V/def2-TZVPD) for C4H6O in the gas phase at a distorted geometry.

The geometry in ORCA input format:
```
! wB97M-V def2-TZVPD RIJCOSX def2/J DEFGRID3
* xyz 0 1
C -1.858 0.154 0.000
O -0.801 -0.840 0.061
C 0.371 -0.281 -0.053
C 1.219 0.769 -0.005
C 1.764 -0.641 0.042
H -1.404 1.092 -0.479
H -2.258 0.324 0.976
H -2.730 -0.140 -0.507
H 1.401 1.810 -0.394
H 2.185 -1.204 -0.723
H 2.110 -1.043 1.082
*
```

## Properties
* ΔE to the lowest compared entry with this formula, charge and spin: 303.9 kJ/mol

=====

No. 4
Density functional theory data (ωB97M-V/def2-TZVPD) for C4H6O in the gas phase at a distorted geometry.

The geometry in ORCA input format:
```
! wB97M-V def2-TZVPD RIJCOSX def2/J DEFGRID3
* xyz 0 1
O -2.656 -0.040 -0.223
C -1.555 0.038 0.307
C -0.312 -0.108 -0.496
C 0.962 -0.719 0.097
C 0.880 0.744 -0.047
H -1.515 0.153 1.436
H -0.491 -0.178 -1.547
H 1.592 -1.286 -0.630
H 0.799 -1.184 1.089
H 0.866 1.385 0.854
H 1.431 1.195 -0.841
*
```

## Properties
* ΔE to the lowest compared entry with this formula, charge and spin: 50.6 kJ/mol

=====

No. 5
Density functional theory data (ωB97M-V/def2-TZVPD) for C4H6O in the gas phase at a distorted geometry.

The geometry in ORCA input format:
```
! wB97M-V def2-TZVPD RIJCOSX def2/J DEFGRID3
* xyz 0 1
C 0.090 -0.686 0.888
C -0.845 0.242 0.685
C -0.712 0.764 -0.719
O 0.309 -0.055 -1.300
C 1.070 -0.645 -0.252
H 0.240 -1.262 1.788
H -1.550 0.651 1.407
H -0.404 1.820 -0.760
H -1.660 0.688 -1.282
H 2.036 -0.130 0.147
H 1.680 -1.468 -0.626
*
```

## Properties
* ΔE to the lowest compared entry with this formula, charge and spin: 87.3 kJ/mol

=====

No. 6
Density functional theory data (ωB97M-V/def2-TZVPD) for C4H6O in the gas phase.

The geometry in ORCA input format:
```
! wB97M-V def2-TZVPD RIJCOSX def2/J DEFGRID3
* xyz 0 1
O -2.354 0.047 -0.094
C -1.154 0.022 -0.073
C -0.068 1.099 -0.147
C 0.979 -0.011 0.129
C -0.124 -1.097 0.077
H -0.003 1.563 -1.138
H -0.160 1.890 0.602
H 1.462 0.069 1.104
H 1.750 -0.109 -0.635
H -0.247 -1.715 0.968
H -0.082 -1.756 -0.793
*
```

## Properties
* ΔE to the lowest compared entry with this formula, charge and spin: 5.0 kJ/mol

=====

No. 7
Density functional theory data (ωB97M-V/def2-TZVPD) for a 2-piece molecular cluster, C4H6O overall at a distorted geometry.

The geometry in ORCA input format:
```
! wB97M-V def2-TZVPD RIJCOSX def2/J DEFGRID3
* xyz 0 1
C 2.716 0.256 -0.509
C 2.547 -0.170 0.594
C -2.017 -0.056 -0.495
C -1.403 0.845 0.518
O -0.406 0.363 1.149
H 2.821 0.657 -1.473
H -2.056 0.466 -1.448
H -3.051 -0.248 -0.203
H -1.481 -1.014 -0.613
H 2.434 -0.544 1.570
H -0.105 -0.555 0.909
*
```

## Properties
* ΔE to the lowest compared entry with this formula, charge and spin: 411.6 kJ/mol

=====

No. 8
Density functional theory data (ωB97M-V/def2-TZVPD) for C4H6O2 in the gas phase at a distorted geometry.

The geometry in ORCA input format:
```
! wB97M-V def2-TZVPD RIJCOSX def2/J DEFGRID3
* xyz 0 1
C -1.407 -0.319 -0.544
C -0.197 -0.257 0.372
C 0.237 1.029 0.897
O -0.048 2.066 0.336
C 1.359 -0.414 -0.161
O 0.415 -1.366 0.820
H -1.095 0.196 -1.449
H -1.738 -1.336 -0.786
H -2.264 0.246 -0.151
H 0.923 0.913 1.759
H 1.391 -0.564 -1.247
H 2.424 -0.195 0.152
*
```

## Properties
* ΔE to the lowest compared entry with this formula, charge and spin: 378.9 kJ/mol

=====

No. 9
Density functional theory data (ωB97M-V/def2-TZVPD) for C4H6O2 in the gas phase at a distorted geometry.

The geometry in ORCA input format:
```
! wB97M-V def2-TZVPD RIJCOSX def2/J DEFGRID3
* xyz 0 1
O -0.389 -2.482 -0.508
C 0.406 -1.608 -0.257
C 0.088 -0.112 -0.302
C -1.276 0.269 0.318
C 1.756 1.661 0.443
O 1.183 0.480 0.515
H 1.445 -1.842 0.042
H 0.102 0.174 -1.371
H -1.560 -0.417 1.128
H -2.090 0.257 -0.432
H -1.173 1.288 0.720
H 1.456 2.201 -0.509
*
```

## Properties
* ΔE to the lowest compared entry with this formula, charge and spin: 414.2 kJ/mol

=====

No. 10
Density functional theory data (ωB97M-V/def2-TZVPD) for C4H6O2 as an isolated structure at a distorted geometry.

The geometry in ORCA input format:
```
! wB97M-V def2-TZVPD RIJCOSX def2/J DEFGRID3
* xyz 0 1
O 1.712 0.336 1.171
C 0.828 0.352 0.137
C 0.649 -0.718 -0.832
C -0.463 -0.565 0.200
C -1.137 0.761 -0.058
O 0.107 1.507 -0.118
H 0.419 -0.495 -1.863
H 1.307 -1.560 -0.636
H -0.933 -1.442 0.664
H 0.923 -0.151 1.558
H -1.733 1.139 0.778
H -1.678 0.836 -1.001
*
```

## Properties
* ΔE to the lowest compared entry with this formula, charge and spin: 381.0 kJ/mol

=====

No. 11
Density functional theory data (ωB97M-V/def2-TZVPD) for C4H6O2 as an isolated structure.

The geometry in ORCA input format:
```
! wB97M-V def2-TZVPD RIJCOSX def2/J DEFGRID3
* xyz 0 1
O -0.688 0.871 -1.510
C -0.127 1.145 -0.271
C -0.280 0.142 0.899
C -0.403 -1.213 0.228
O 0.822 -0.978 -0.540
C 1.003 0.275 0.144
H -0.219 0.061 -1.793
H -0.079 2.214 -0.077
H -0.421 0.304 1.964
H -0.284 -2.097 0.859
H -1.293 -1.326 -0.404
H 1.975 0.614 0.486
*
```

## Properties
* ΔE to the lowest compared entry with this formula, charge and spin: 288.9 kJ/mol

=====

No. 12
Density functional theory data (ωB97M-V/def2-TZVPD) for C4H6O2 as an isolated structure.

The geometry in ORCA input format:
```
! wB97M-V def2-TZVPD RIJCOSX def2/J DEFGRID3
* xyz 0 1
C 1.831 0.349 -0.210
O 1.355 0.026 1.524
C 0.722 0.563 0.580
C -0.751 0.852 0.467
O -1.232 0.179 -0.663
C -0.697 -1.137 -0.767
H 0.402 -1.105 -0.766
H 2.606 1.107 -0.195
H -0.920 1.924 0.319
H -1.256 0.544 1.397
H -1.061 -1.776 0.046
H -0.999 -1.526 -1.733
*
```

## Properties
* ΔE to the lowest compared entry with this formula, charge and spin: 517.7 kJ/mol

=====

no.,Kohn-Sham gap (eV),DFT total energy (eV)
1,10.39,-6290.2165
2,10.95,-6290.0660
3,9.33,-6288.7681
4,10.89,-6291.3938
5,10.15,-6291.0127
6,10.62,-6291.8664
7,9.15,-6287.6515
8,10.28,-8336.5346
9,9.16,-8336.1680
10,10.20,-8336.5122
11,10.43,-8337.4674
12,9.62,-8335.0959